1.
Below is a structure of composition C8H28AlB3O4S2 in a non-equilibrium geometry, with properties calculated with ωB97M-V/def2-TZVPD.

For the LUMO energy (spin up / spin down), the calculation gives 2.3 / -1.0 eV. Its total charge is -1. As for the molar mass: 311.86 g mol⁻¹. For the HOMO energy (spin up / spin down), the calculation gives -6.196 / -6.367 eV. Its spin multiplicity is 2.

Structure (XYZ):
```
46
Properties=species:S:1:pos:R:3:forces:R:3
Al 0.119018 0.814594 -0.185854 0.9 -1.9 1.0
B 3.038625 0.028369 -0.312778 -1.4 0.8 -0.1
H 2.888843 0.475579 0.657696 -0.7 1.9 4.0
H 3.000838 0.823973 -1.040668 0.0 3.2 -3.2
H 4.043659 -0.362461 -0.275302 3.9 -1.8 -0.1
H 2.296995 -0.735388 -0.488550 -2.9 -3.2 -0.8
B -0.995062 -1.639196 -1.591552 0.7 1.0 -0.4
H -1.472579 -2.606065 -1.628818 -1.9 -3.7 0.1
H -1.684847 -0.980163 -1.087464 -3.4 3.1 2.2
H -0.104797 -1.763538 -0.994723 3.9 -0.6 2.3
H -0.750220 -1.210791 -2.551114 0.9 1.6 -3.7
B -0.439719 1.869954 2.645657 0.1 -0.9 -0.8
H 0.605750 1.689234 2.449269 4.5 -0.7 -0.8
H -0.528960 2.360197 3.602706 -0.4 2.2 3.5
H -0.863697 2.448212 1.839361 -2.0 2.9 -3.4
H -0.917612 0.902882 2.620345 -2.0 -3.8 0.1
C -3.528994 -0.034488 -5.185411 0.8 0.5 -1.4
C -4.206471 -0.009946 -3.857117 -0.4 -0.7 1.7
C -4.049851 1.356454 -3.231661 0.2 0.8 0.5
S -2.320616 1.855762 -3.643080 -0.8 -0.7 -1.0
O -1.431710 1.503780 -2.556725 -0.3 0.4 0.0
O -2.252720 3.178899 -4.220827 -0.1 -0.1 0.3
C -2.167950 0.608734 -4.985250 1.3 0.6 1.2
H -4.117343 0.519064 -5.917195 -0.1 0.2 0.0
H -3.375031 -1.016284 -5.633164 -0.2 -0.2 0.3
H -3.762565 -0.666390 -3.108699 0.4 -0.6 -0.4
H -5.250840 -0.317268 -3.911307 -0.1 0.2 -0.1
H -4.053191 1.368235 -2.141727 -0.1 -0.3 0.0
H -4.828866 2.041443 -3.566352 0.5 0.4 -0.3
H -1.455771 -0.101351 -4.564906 -0.1 -0.2 0.1
H -1.609904 1.171080 -5.733891 -0.6 -0.2 -0.6
C 3.851341 -0.334666 4.242228 -0.2 0.5 -1.0
C 2.436877 -0.024376 4.847008 0.6 0.9 0.1
C 1.495970 -1.182734 4.660749 1.2 -1.3 -0.5
S 1.895092 -1.737764 2.935149 -1.3 0.3 -1.0
O 1.137395 -0.910785 1.963065 1.2 -1.6 1.8
O 1.796020 -3.205462 2.858726 0.2 1.7 0.1
C 3.689113 -1.223507 3.005743 -1.3 -0.5 -0.2
H 4.635295 -0.694913 4.908373 -0.5 -0.4 0.4
H 4.294280 0.578396 3.844467 -0.2 0.3 0.3
H 1.980189 0.821314 4.332853 0.2 0.2 -0.2
H 2.593878 0.308560 5.872964 -0.3 -0.3 0.2
H 0.428996 -1.068788 4.852253 0.2 0.3 -0.4
H 1.885202 -2.045577 5.201226 -0.2 -0.2 0.3
H 3.827752 -0.681944 2.070018 0.1 -0.1 0.0
H 4.228189 -2.170871 3.004279 0.0 0.2 0.1
```
Forces are in eV/Å.

These are the natural (NBO) partial charges, in e, on atoms 1 to 2: 1.3523, -0.8810

***

2.
Below is the molecule C3H4N2O, with properties calculated with ωB97M-V/def2-TZVPD.

For the LUMO energy, the calculation gives 0.1 eV. Its total charge is 0. Its SMILES is OC1C=NN=C1. As for the molar mass: 84.08 g mol⁻¹. For the HOMO energy, the calculation gives -10.315 eV.

Structure (XYZ):
```
10
Properties=species:S:1:pos:R:3:forces:R:3
O 1.751837 -0.209142 -0.317170 0.1 -0.1 0.3
C 0.358261 -0.144584 -0.320122 -0.4 0.1 -0.1
C -0.551292 -0.747812 0.706928 -0.2 0.0 0.1
N -1.563764 0.001990 0.933307 0.4 -0.2 0.2
N -1.349043 1.271172 0.295332 0.4 0.1 -0.1
C -0.245974 1.219332 -0.352530 -0.2 0.0 0.0
H 2.041905 -1.030704 0.094530 0.0 0.1 -0.1
H -0.081498 -0.659330 -1.199450 0.3 0.1 -0.3
H -0.510191 -1.779052 1.045870 -0.1 0.1 0.1
H 0.149755 2.078130 -0.886693 -0.1 -0.2 0.0
```
Forces are in eV/Å.

These are the natural (NBO) partial charges, in e, on atoms 1 to 2: -0.6802, -0.0447

***

3.
Below is a structure of composition C53H40AuO3PS2, with properties calculated with ωB97M-V/def2-TZVPD.

For the LUMO energy, the calculation gives 0.1 eV. Its total charge is 0. As for the molar mass: 1016.98 g mol⁻¹. For the HOMO energy, the calculation gives -6.822 eV.

Structure (XYZ):
```
100
Properties=species:S:1:pos:R:3:forces:R:3
Au 1.198249 0.620105 -1.142547 -0.1 0.1 0.3
O 4.043178 0.063147 -0.896601 0.0 0.0 0.0
C 3.209528 0.943250 -0.919282 0.1 0.0 -0.1
C 3.659597 2.372326 -0.699870 0.0 0.0 -0.1
C 4.925521 2.707825 -1.172953 0.0 0.0 0.0
C 5.403013 4.003261 -1.072790 0.0 0.0 0.0
C 4.614365 4.973126 -0.471948 0.0 0.0 0.0
C 3.362768 4.641836 0.026753 0.0 0.0 0.0
C 2.857253 3.345279 -0.085778 0.0 0.0 0.1
P 1.193575 2.899384 0.581348 0.0 0.3 0.0
C 1.597406 2.054439 2.150082 0.0 0.0 0.0
C 0.588243 1.281551 2.723771 -0.1 0.0 0.0
C 0.791897 0.653462 3.945662 0.0 0.0 0.0
C 2.016055 0.769953 4.589898 0.0 0.0 0.0
C 3.035142 1.514611 4.010450 0.0 0.0 0.0
C 2.826464 2.157497 2.797969 0.0 0.0 0.0
C 0.607010 4.534983 1.175322 0.0 0.0 0.1
C 0.607497 4.931178 2.509749 0.0 0.0 0.0
C 0.096936 6.170726 2.878075 0.0 0.0 0.0
C -0.411721 7.031707 1.917874 0.0 0.0 0.0
C -0.419553 6.645222 0.583139 0.0 0.0 0.0
C 0.072934 5.401588 0.219953 0.0 0.0 0.0
H 5.521453 1.924398 -1.623955 0.0 0.0 0.0
H 6.383988 4.255002 -1.456497 0.0 0.0 0.0
H 4.973190 5.991261 -0.381436 0.0 0.0 0.0
H 2.776052 5.408441 0.514082 0.0 0.0 0.0
H -0.363035 1.167573 2.212246 0.1 0.0 0.0
H -0.002931 0.062881 4.384614 0.0 0.0 0.0
H 2.179333 0.273678 5.539181 0.0 0.0 0.0
H 3.994351 1.600511 4.506108 0.0 0.0 0.0
H 3.622316 2.743917 2.354823 0.0 0.0 0.0
H 1.010755 4.272514 3.268822 0.0 0.0 0.0
H 0.103306 6.464005 3.920691 0.0 0.0 0.0
H -0.805057 7.998374 2.206655 0.0 0.0 0.0
H -0.818295 7.310004 -0.173000 0.0 0.0 0.0
H 0.053076 5.099218 -0.822077 0.0 0.0 0.0
C -5.186729 4.451669 -2.106661 0.0 0.0 0.0
C -4.178247 3.368604 -1.838792 0.0 0.0 0.0
C -4.552006 2.194275 -1.185676 0.0 0.0 0.0
C -3.623871 1.207773 -0.906181 0.0 0.0 0.0
C -2.305041 1.400292 -1.290979 0.0 0.0 0.0
C -1.901461 2.559723 -1.928127 0.0 0.1 0.0
C -2.846774 3.536223 -2.207135 0.0 0.0 0.0
S -1.122545 0.141424 -0.874725 -0.1 -0.5 -0.1
O -1.476367 -0.358855 0.464612 0.0 0.0 0.0
C -1.499527 -1.094537 -2.118833 -0.1 -0.2 0.0
C -1.507565 -0.590757 -3.445600 0.0 0.0 0.1
C -1.670684 -1.432228 -4.494267 0.0 -0.1 0.0
C -1.806941 -2.827575 -4.280325 0.0 0.0 -0.1
C -1.956533 -3.715186 -5.371127 0.0 0.0 0.0
C -2.044808 -5.061906 -5.167484 0.0 0.0 0.0
C -1.976258 -5.576602 -3.857752 0.0 0.0 0.0
C -1.840193 -4.739231 -2.786944 0.0 -0.1 0.0
C -1.766779 -3.336005 -2.963993 0.0 0.0 0.0
C -1.617184 -2.439068 -1.848625 0.0 0.2 0.0
C -1.585857 -3.083407 -0.491321 0.1 0.1 0.1
C -2.799170 -3.570650 0.069703 0.0 0.0 0.0
C -4.059189 -3.328336 -0.537325 0.0 0.0 0.0
C -5.208578 -3.793122 0.031711 0.0 0.0 0.0
C -5.164645 -4.530929 1.236466 0.0 0.0 0.0
C -3.969093 -4.776071 1.843701 0.0 0.0 0.0
C -2.757078 -4.300094 1.281612 0.0 0.0 0.0
C -1.511137 -4.537427 1.907633 0.0 0.0 0.0
C -0.357151 -4.045126 1.374427 0.0 0.0 0.0
C -0.399389 -3.314387 0.169649 -0.2 0.1 0.0
S 0.997170 -2.436387 -0.531743 0.3 0.0 -0.4
O 1.358243 -3.053031 -1.837522 -0.1 -0.1 0.2
C 2.300545 -2.808219 0.614688 -0.1 0.0 0.1
C 3.326966 -3.638779 0.212075 0.0 0.0 0.0
C 4.402938 -3.835558 1.067260 0.0 0.0 0.0
C 4.462620 -3.203891 2.304145 0.0 0.0 0.0
C 5.642479 -3.394231 3.218453 0.0 0.0 0.0
C 3.416930 -2.358992 2.677493 0.0 0.0 0.0
C 2.341260 -2.147656 1.835183 0.0 0.0 0.0
H -6.200233 4.052260 -2.127842 0.0 0.0 0.0
H -4.991254 4.946249 -3.058170 0.0 0.0 0.0
H -5.145778 5.213042 -1.324678 0.0 0.0 0.0
H -5.585667 2.055475 -0.891155 0.0 0.0 0.0
H -3.904289 0.301303 -0.382901 0.0 0.0 0.0
H -0.858343 2.697825 -2.191876 0.0 0.0 0.0
H -2.543933 4.447025 -2.708930 0.0 0.0 0.0
H -1.391855 0.472749 -3.614167 0.0 0.0 0.0
H -1.687793 -1.049764 -5.507530 0.0 0.0 0.0
H -1.989324 -3.303135 -6.372803 0.0 0.0 0.0
H -2.154759 -5.735992 -6.007343 0.0 0.0 0.0
H -2.022893 -6.646291 -3.698155 0.0 0.0 0.0
H -1.772360 -5.157183 -1.791796 0.0 0.0 0.0
H -4.099576 -2.764590 -1.461453 0.0 0.0 0.0
H -6.162450 -3.597666 -0.441634 0.0 0.0 0.0
H -6.084106 -4.897374 1.675211 0.0 0.0 0.0
H -3.925248 -5.335912 2.770669 0.0 0.0 0.0
H -1.487753 -5.113479 2.825338 0.0 0.0 0.0
H 0.592474 -4.211755 1.865608 0.0 0.0 0.0
H 3.282631 -4.094460 -0.769040 0.0 0.0 0.0
H 5.218811 -4.478677 0.758726 0.0 0.0 0.0
H 6.358044 -4.100300 2.798774 0.0 0.0 0.0
H 5.326907 -3.768989 4.194002 0.0 0.0 0.0
H 6.160110 -2.447357 3.383048 0.0 0.0 0.0
H 3.458531 -1.840747 3.628020 0.0 0.0 0.0
H 1.547891 -1.462228 2.113872 0.0 0.0 0.0
```
Forces are in eV/Å.

These are the Mulliken partial charges, in e, on atoms 1 to 2: 0.5144, -0.5451